Entry from the OMol25 dataset: a 16-piece molecular cluster, C72H164Br12O30 overall at a distorted geometry (ωB97M-V/def2-TZVPD).

Values from the calculation:
lowest unoccupied orbital energy: 0.31 eV
gap between HOMO and LUMO: 0.3422 Eh

Element x y z (Å)
Br 4.41436 -3.39362 5.63225
Br 4.74410 -0.95964 -6.63978
Br 4.65330 4.15926 0.55932
Br 1.70222 -2.90141 -3.90861
Br 1.97123 6.12453 4.05186
Br -1.84813 -1.63923 -1.62903
Br 4.69227 -4.81872 2.21476
Br -6.03271 0.91237 -0.53894
Br 5.44314 2.13902 -2.29948
Br -0.49759 3.79108 4.35919
Br -7.18332 -1.57912 -2.64565
Br -3.25501 -3.52020 -4.42619
O -1.98476 2.41452 0.50004
O -5.62272 1.60024 6.73667
O 1.79472 -7.52429 -1.28459
O 8.04535 2.05725 1.69322
O 1.19922 -8.18725 2.76817
O -9.11024 8.39043 -5.36647
O -5.99883 5.54416 -2.13737
O 3.53198 0.77605 4.14320
O 6.40159 -2.04793 -3.32108
O 2.05205 -10.58747 -1.09366
O 1.08897 1.66206 0.23733
O -0.04430 1.25057 -4.37114
O -3.06251 1.97025 -4.02893
O 0.44584 -4.37302 0.03768
O -5.34974 1.08915 9.82343
O -4.56458 2.02047 -6.97914
O 1.76262 6.53869 -0.51656
O 1.46037 6.79499 -3.51158
O 9.39893 -2.39096 -2.79841
O -0.10379 -2.06095 4.28733
O 0.32110 -4.99206 4.37447
O 5.89901 -0.03204 2.22303
O -7.60129 7.85822 -2.99992
O -4.73229 -7.72175 2.59201
O -4.94318 -4.87668 1.55997
O 2.28689 -0.80470 0.09017
O -3.62558 -2.20415 1.11804
O -1.38141 6.94243 1.35933
O -4.37522 3.57454 5.00669
O 11.87840 -1.89917 -4.41869
C -1.07713 -1.05306 4.13459
C 0.80961 -3.41365 1.10144
C -6.12482 4.21584 -1.59197
C -4.80596 -0.24343 -1.58163
C -4.10721 3.02883 -7.84178
C 8.62671 -2.56895 -4.02523
C 2.91123 -1.61263 -6.10561
C 2.44078 -9.76061 -2.14536
C 6.42712 -1.58517 -1.97703
C -4.66929 -7.29584 1.26942
C -4.86813 2.60484 -5.69596
C 0.40094 -7.10247 3.19424
C -7.35656 7.18247 -4.28759
C 10.60563 -3.19317 -2.63480
C 2.58042 7.25147 -2.69015
C 4.76137 1.41529 4.08295
C -6.35128 0.55653 8.91734
C 0.99131 -6.35080 -1.33114
C -8.65873 7.04509 -5.15311
C -5.22751 -5.99351 0.79769
C 11.91544 -2.56559 -3.14804
C 4.06951 3.51538 -2.17281
C 0.84445 -6.33801 4.46357
C -4.35000 4.54456 3.98123
C 5.75381 0.92080 1.21044
C 5.96598 0.50314 3.53333
C -1.09055 1.19434 -5.35421
C -2.51472 0.90036 -4.78228
C 2.76708 -11.81645 -0.94730
C -2.99300 3.11955 -0.18049
C 0.55103 -4.13734 5.53420
C -5.74349 0.37566 7.51912
C 0.85013 6.68322 0.62079
C 13.12730 -1.44190 -4.85012
C 0.62963 -9.00190 1.73473
C 1.29617 3.64245 5.27379
C -5.43302 -0.59399 -2.96563
C 4.78436 -2.92790 2.74174
C 1.58540 -8.47703 -2.35690
C 2.41488 4.20845 4.48225
C -6.57554 6.45915 -1.23880
C -4.26320 -9.06323 2.71843
C -3.31997 -3.14408 2.14355
C -0.87246 3.26075 0.75219
C -0.36864 -2.87655 5.47284
C 7.76834 3.44197 2.05753
C -4.99048 2.44584 4.51692
C -5.68970 1.13589 11.15293
C 1.12538 5.46742 -3.39973
C -0.54116 7.10581 0.21912
C -6.52378 7.72595 -2.01164
C -3.21477 -4.04843 -2.54432
C 0.46469 2.50466 1.15589
C 0.29664 0.47042 0.04320
C -10.29292 8.45348 -6.08574
C 3.12957 -1.59240 -0.78049
C 1.11877 -0.45346 -0.69410
C 7.44648 -1.59253 -4.14354
C -3.28284 -0.84775 1.46835
C 2.14914 7.66519 -1.24644
C -3.69289 3.00780 -4.77177
C -2.78245 6.99236 1.03160
C 3.80128 -2.67686 3.85643
C -3.57012 -4.63506 1.69833
C -1.84323 -3.59207 -1.91690
C -4.90591 1.29192 5.52273
C 2.79188 0.64553 2.91838
C -0.15205 2.07075 -3.25736
C 2.99502 -1.55454 -4.57474
C 1.45580 -5.43960 -0.20311
C 7.17797 1.36292 0.69207
C 3.36535 3.53358 -0.80762
H 0.80232 2.26034 -2.76611
H -3.37652 -5.12441 -2.47970
H 3.46855 -9.42714 -2.00192
H 2.48427 -10.28535 -3.09974
H -0.81336 6.37805 -0.54533
H -10.16338 8.11339 -7.11319
H -4.86295 -8.12960 0.59454
H -3.81742 2.66865 -8.82889
H 1.33989 -9.76881 1.42575
H -6.90557 6.19520 -4.18750
H 1.88578 -7.94167 -3.25761
H 2.29164 -12.37735 -0.14266
H 4.02935 -1.94287 -0.27486
H -5.30919 5.05362 3.88685
H -9.47313 6.45468 -4.73327
H 1.40972 -0.07915 -1.67560
H 13.73513 -2.21368 -5.32236
H -2.12963 -1.27616 3.95979
H 7.70652 0.44538 0.43355
H 4.92223 1.70279 5.12198
H -6.77868 8.56940 -1.36999
H -3.15250 6.28038 0.29386
H 0.20995 -6.47319 2.32497
H 3.31567 3.37100 -2.94674
H 7.44869 -1.51281 -1.60385
H 3.08173 2.53788 -0.46669
H -3.60338 -7.13422 1.10873
H 3.22610 -0.18022 2.35475
H 0.53082 -6.75162 5.42204
H -6.52939 1.81756 11.28838
H 1.27852 8.30909 -1.37102
H 8.23132 -3.57941 -4.12889
H -4.98313 -5.81258 -0.24904
H -4.91655 -9.80149 2.25346
H 1.73245 0.42554 3.04994
H -0.26044 -2.30914 6.39721
H 6.89487 1.07334 3.52142
H -4.14386 4.28437 2.94300
H -3.00945 7.97200 0.61104
H 1.31327 4.04823 6.28530
H -0.67403 0.53000 -0.44910
H 10.75809 -3.34748 -1.56660
H -0.57860 3.05946 -3.42647
H 10.47871 -4.21055 -3.00485
H -6.80717 -0.34924 9.31715
H -11.11578 7.84489 -5.71075
H -5.93345 6.50817 -0.35936
H 0.77536 5.70001 1.08535
H 4.51256 4.50205 -2.30806
H -0.47819 8.16025 -0.04977
H 7.23350 3.37946 3.00523
H -3.38673 6.86952 1.93040
H -3.26839 0.53722 -5.48100
H -1.08173 3.90692 1.60470
H -5.28884 0.39917 5.02830
H -10.73452 9.44647 -6.16977
H 3.85798 -1.61106 4.07772
H 5.20751 1.82506 1.47871
H 7.13541 1.99734 -0.19327
H -0.78414 -0.42310 3.29470
H 5.77982 -2.66647 3.10064
H 12.67125 -3.34845 -3.21109
H -1.36335 -3.30812 5.36155
H 9.32142 -2.48604 -4.86106
H -6.25172 -0.37422 6.91292
H 4.67246 2.38536 3.59391
H 13.70070 -0.95433 -4.06171
H -4.69945 0.09919 7.66622
H -3.65021 -0.17577 0.69274
H 3.97324 -1.95984 -4.31608
H 12.30595 -1.84477 -2.42969
H -3.87819 2.54114 -0.44504
H -1.02916 2.12762 -5.91397
H -1.74298 -4.02670 -0.92234
H 3.51087 -0.96202 -1.58382
H -6.62001 7.84158 -4.74711
H -2.93113 3.59395 -5.28582
H -0.83050 1.68247 -2.49773
H 0.60505 -1.37033 -0.98314
H 5.87651 -2.30245 -1.36839
H -3.62329 5.30006 4.27990
H 7.78392 -0.57822 -3.93046
H -3.82157 -2.97095 3.09567
H 0.80163 5.25491 -2.38085
H -3.55642 -0.54537 2.47920
H 1.87418 -3.17958 1.10379
H 2.45883 4.13837 -0.78414
H 0.26050 -2.48754 0.93149
H 1.93184 -6.31910 4.53662
H 7.31046 4.03281 1.26421
H 3.37809 6.50872 -2.67802
H 2.72945 -12.44934 -1.83394
H 5.92644 -0.63298 -1.80172
H -5.46970 3.58736 -2.19524
H -1.01134 -0.42327 5.02179
H 1.11135 -5.82353 -2.27754
H -0.85446 0.36277 -6.01817
H 2.55866 3.74272 3.50730
H 0.07137 0.13936 1.05698
H -4.73923 -1.19294 -3.55556
H 0.71480 -3.85912 2.09172
H 0.24586 -4.68162 6.42791
H 0.52482 -8.72400 -2.40457
H -3.01635 -4.87257 0.79003
H 12.92908 -0.69068 -5.61463
H -6.01767 2.63919 4.20774
H -7.10769 1.32478 8.75700
H -7.11433 3.75993 -1.62535
H -2.51703 3.47394 -1.09480
H -5.78932 4.22324 -0.55491
H 0.40359 5.02503 -4.08632
H -4.83571 3.82095 -8.01478
H 2.87159 8.25681 -0.68415
H -3.38720 3.95582 0.39688
H 2.37651 -4.99062 -0.57568
H 2.75711 -2.94170 3.69010
H 0.19447 2.06535 2.11614
H -2.23182 -3.12090 2.20257
H -0.06474 -6.55317 -1.15252
H 3.38407 4.23089 4.98051
H -7.60673 6.27198 -0.93931
H 3.77160 -11.60902 -0.57852
H 1.10152 3.29844 1.54635
H -5.59028 1.92750 -5.24010
H -2.44875 0.12101 -4.02310
H -6.28970 -6.23762 0.78177
H -3.24336 -9.09284 2.33484
H 7.19793 -1.59515 -5.20482
H -2.19666 -0.79239 1.39586
H -5.49095 7.83832 -2.34140
H -3.16671 -5.30073 2.46137
H -0.96555 -3.86340 -2.50355
H -4.54607 -1.15183 -1.03816
H 1.58311 -3.79672 5.61717
H 2.82047 1.59172 2.37800
H -4.03177 -3.58347 -1.99256
H -5.78833 0.17217 11.65255
H 1.68593 -6.02284 0.68850
H -5.60697 0.39544 -3.38855
H 2.79791 -0.61796 -4.05313
H -4.79014 1.54482 11.61298
H 3.06572 8.07379 -3.21586
H -8.40424 6.64214 -6.13340
H 0.26453 -8.33431 0.95426
H 2.17281 -0.95641 -6.56628
H -3.86711 1.07776 5.77397
H 2.62682 -2.50317 -1.10583
H 6.08856 -0.33564 4.21854
H -4.07633 3.72465 -4.04568
H 1.24784 7.41925 1.31949
H 5.21676 0.43479 0.39589
H -0.56534 -7.55039 3.42613
H -5.50597 3.44259 -5.97781
H -0.22136 -9.58321 2.08970
H -0.71252 4.00735 -0.02570
H 8.64136 3.99278 2.40760
H 2.01503 4.86704 -3.58997
H -4.44689 2.03226 3.66747
H 4.55444 -2.36739 1.83561
H -3.21995 3.52628 -7.45011
H 2.84003 -2.62408 -6.50562
H 1.53936 2.58045 5.30732
H -4.11393 -9.34994 3.75940
H -3.94989 0.36829 -1.86632

Mulliken population analysis, charges in e, atoms 1 to 99: atom 1 (Br): -0.192, atom 2 (Br): -0.191, atom 3 (Br): -0.139, atom 4 (Br): -0.160, atom 5 (Br): -0.156, atom 6 (Br): 0.615, atom 7 (Br): -0.180, atom 8 (Br): -0.129, atom 9 (Br): -0.066, atom 10 (Br): 0.028, atom 11 (Br): -0.199, atom 12 (Br): -0.196, atom 13 (O): 0.221, atom 14 (O): -0.362, atom 15 (O): -0.204, atom 16 (O): -0.501, atom 17 (O): -0.473, atom 18 (O): -0.270, atom 19 (O): -0.172, atom 20 (O): -0.400, atom 21 (O): -0.266, atom 22 (O): -0.215, atom 23 (O): 1.462, atom 24 (O): -0.390, atom 25 (O): 0.270, atom 26 (O): 0.779, atom 27 (O): -0.259, atom 28 (O): -0.405, atom 29 (O): -0.081, atom 30 (O): -0.490, atom 31 (O): -0.145, atom 32 (O): 0.286, atom 33 (O): 0.030, atom 34 (O): -0.251, atom 35 (O): -0.347, atom 36 (O): -0.356, atom 37 (O): -0.443, atom 38 (O): 0.895, atom 39 (O): -0.279, atom 40 (O): -0.333, atom 41 (O): -0.297, atom 42 (O): -0.283, atom 43 (C): -0.632, atom 44 (C): 0.619, atom 45 (C): -0.415, atom 46 (C): 0.250, atom 47 (C): -0.753, atom 48 (C): -0.662, atom 49 (C): -0.449, atom 50 (C): -0.612, atom 51 (C): -0.272, atom 52 (C): -0.303, atom 53 (C): -0.728, atom 54 (C): 0.688, atom 55 (C): -0.216, atom 56 (C): -0.809, atom 57 (C): -0.284, atom 58 (C): -0.327, atom 59 (C): -0.553, atom 60 (C): -1.031, atom 61 (C): -0.639, atom 62 (C): -0.369, atom 63 (C): -0.402, atom 64 (C): -0.513, atom 65 (C): -0.977, atom 66 (C): -0.759, atom 67 (C): 2.155, atom 68 (C): -0.853, atom 69 (C): -0.851, atom 70 (C): -0.473, atom 71 (C): -0.850, atom 72 (C): 0.652, atom 73 (C): -0.453, atom 74 (C): -0.406, atom 75 (C): 0.089, atom 76 (C): -0.768, atom 77 (C): -0.339, atom 78 (C): -0.565, atom 79 (C): -0.652, atom 80 (C): 0.245, atom 81 (C): -0.563, atom 82 (C): 0.011, atom 83 (C): -0.356, atom 84 (C): -0.721, atom 85 (C): -0.131, atom 86 (C): -0.565, atom 87 (C): -0.768, atom 88 (C): -0.501, atom 89 (C): 0.028, atom 90 (C): -0.766, atom 91 (C): -0.060, atom 92 (C): -0.586, atom 93 (C): -0.803, atom 94 (C): -0.614, atom 95 (C): -0.110, atom 96 (C): 1.014, atom 97 (C): -0.809, atom 98 (C): 0.338, atom 99 (C): -0.504